No. 1
Formula: C15H56N22O17PTi
Source: the Open Molecules 2025 dataset
Level of theory: the ωB97M-V functional and the def2-TZVPD basis

Values from the calculation:
- Spin multiplicity: 4
- Energy: -4280.2450 a.u.
- Frontier orbital gap (alpha / beta): 0.13924 / 0.27527 hartree
- Charge: -2

Positions of all 112 atoms, in Å:
1 Ti -0.700 0.243 0.540
2 P 1.374 0.375 -1.233
3 O 2.043 -0.890 -0.871
4 O -0.082 0.050 -1.718
5 O 2.243 1.000 -2.368
6 O 1.189 1.324 0.006
7 C -2.979 -1.446 3.626
8 C -1.864 -0.413 3.614
9 O -0.912 -0.873 2.684
10 H -3.884 -1.144 4.154
11 H -2.565 -2.297 4.167
12 H -3.376 -1.737 2.653
13 H -1.498 -0.403 4.640
14 H -2.214 0.589 3.366
15 H -0.322 -1.441 3.185
16 C 0.197 3.291 4.005
17 C 0.962 2.412 3.050
18 O 1.341 3.088 1.840
19 H 0.784 4.163 4.292
20 H 0.042 2.822 4.977
21 H -0.754 3.676 3.639
22 H 0.556 1.417 2.870
23 H 1.930 2.223 3.515
24 H 1.421 2.391 1.184
25 C 1.927 4.623 -2.412
26 O 1.753 5.757 -2.780
27 N 1.884 3.575 -3.175
28 N 2.317 4.250 -1.267
29 H 1.878 2.650 -2.771
30 H 1.684 3.807 -4.138
31 H 2.491 3.261 -1.156
32 H 2.223 4.883 -0.485
33 C 2.035 -3.803 -3.075
34 O 2.212 -4.863 -3.578
35 N 2.607 -3.346 -1.989
36 N 1.290 -2.940 -3.668
37 H 3.335 -3.908 -1.573
38 H 2.178 -2.603 -1.457
39 H 0.717 -3.430 -4.339
40 H 0.832 -2.205 -3.148
41 C -0.019 0.505 -5.234
42 O -0.306 0.461 -6.398
43 N 1.045 1.123 -4.830
44 N -0.675 -0.138 -4.281
45 H 1.470 1.739 -5.508
46 H 1.356 0.947 -3.886
47 H -0.449 -0.109 -3.297
48 H -1.453 -0.702 -4.592
49 C 5.380 1.623 -2.278
50 O 6.620 1.720 -2.377
51 N 4.662 1.252 -1.246
52 N 4.540 1.920 -3.230
53 H 3.654 1.282 -1.312
54 H 5.086 0.853 -0.421
55 H 3.581 1.944 -2.914
56 H 4.831 2.232 -4.145
57 C 1.778 -3.440 4.029
58 O 1.001 -2.717 3.451
59 N 1.512 -4.509 4.729
60 N 3.043 -3.208 4.217
61 H 2.244 -4.955 5.263
62 H 0.593 -4.929 4.738
63 H 3.400 -2.369 3.783
64 H 3.588 -4.020 4.470
65 C -4.666 -4.311 -0.147
66 O -5.851 -4.592 -0.020
67 N -4.225 -3.343 0.568
68 N -3.833 -4.887 -0.911
69 H -4.886 -2.840 1.142
70 H -3.238 -3.139 0.501
71 H -4.208 -5.673 -1.422
72 H -2.828 -4.910 -0.810
73 C -3.625 0.199 -0.797
74 O -3.305 0.419 0.343
75 N -2.784 0.130 -1.803
76 N -4.889 0.223 -1.250
77 H -3.110 0.251 -2.751
78 H -1.784 0.095 -1.668
79 H -4.933 -0.084 -2.211
80 H -5.669 0.236 -0.609
81 C -4.757 2.791 2.786
82 O -5.261 3.739 3.292
83 N -4.001 2.847 1.703
84 N -4.989 1.543 3.069
85 H -3.815 1.970 1.239
86 H -4.012 3.744 1.237
87 H -4.775 0.789 2.431
88 H -5.630 1.267 3.798
89 C 4.125 -0.176 2.107
90 O 4.851 -0.157 3.059
91 N 3.777 -1.157 1.392
92 N 3.512 0.873 1.739
93 H 4.181 -2.048 1.641
94 H 3.276 -0.991 0.531
95 H 3.596 1.664 2.361
96 H 2.913 0.910 0.926
97 C -1.217 3.376 -1.622
98 O -1.887 4.360 -1.908
99 N -0.790 3.134 -0.393
100 N -0.846 2.437 -2.465
101 H 0.007 2.513 -0.402
102 H -0.973 3.795 0.348
103 H -1.096 2.570 -3.434
104 H -0.481 1.528 -2.216
105 C -0.599 -2.864 -0.234
106 O -1.163 -3.842 0.192
107 N -0.869 -2.318 -1.369
108 N 0.384 -2.306 0.484
109 H -0.347 -1.474 -1.555
110 H -1.643 -2.597 -1.956
111 H 1.098 -1.712 0.086
112 H 0.487 -2.613 1.440

=====

No. 2
Formula: C15H57BrN30O16P
Source: the Open Molecules 2025 dataset
Level of theory: the ωB97M-V functional and the def2-TZVPD basis

Values from the calculation:
- Energy: -6368.3106 a.u.
- Frontier orbital gap: 0.17711 hartree
- Charge: -1

Positions of all 120 atoms, in Å:
1 O -1.516 -2.946 0.987
2 C -1.830 -2.695 -0.114
3 N -2.182 -2.760 -1.270
4 N -3.238 -1.747 -1.540
5 P -4.797 -2.248 -1.360
6 O -5.427 -1.230 -0.137
7 Br -4.792 -4.313 -0.336
8 H -4.770 -1.226 0.572
9 C -7.192 -0.410 -4.440
10 O -7.268 -1.599 -4.699
11 N -6.055 0.321 -4.674
12 N -8.229 0.291 -3.897
13 H -5.971 1.296 -4.467
14 H -5.270 -0.166 -5.060
15 H -9.075 -0.205 -3.707
16 H -8.187 1.267 -3.682
17 C -7.411 0.853 2.819
18 O -7.734 1.804 3.529
19 N -8.084 -0.346 2.866
20 N -6.386 0.892 1.939
21 H -7.841 -1.135 2.295
22 H -8.850 -0.418 3.504
23 H -5.858 1.745 1.861
24 H -6.122 0.115 1.356
25 C 2.172 -3.822 -2.131
26 O 3.075 -4.098 -2.912
27 N 0.899 -3.567 -2.531
28 N 2.384 -3.746 -0.777
29 H 0.145 -3.342 -1.901
30 H 0.709 -3.609 -3.513
31 H 3.312 -3.931 -0.450
32 H 1.668 -3.516 -0.112
33 C -3.767 3.232 0.234
34 O -4.272 2.289 0.812
35 N -4.053 4.536 0.556
36 N -2.874 3.057 -0.783
37 H -3.648 5.324 0.091
38 H -4.707 4.690 1.299
39 H -2.651 2.109 -1.037
40 H -2.440 3.810 -1.279
41 C 4.469 0.376 0.116
42 O 4.433 1.129 1.082
43 N 5.481 0.396 -0.798
44 N 3.484 -0.541 -0.104
45 H 5.521 -0.214 -1.591
46 H 6.222 1.063 -0.660
47 H 2.730 -0.576 0.564
48 H 3.478 -1.176 -0.880
49 C 8.893 2.972 -0.664
50 O 8.119 2.227 -1.253
51 N 10.249 2.880 -0.795
52 N 8.479 3.960 0.176
53 H 10.897 3.488 -0.325
54 H 10.609 2.169 -1.400
55 H 7.491 4.072 0.308
56 H 9.115 4.568 0.666
57 C 2.151 -0.498 3.861
58 O 1.736 -0.858 2.772
59 N 1.730 -1.082 5.030
60 N 3.063 0.508 4.001
61 H 2.052 -0.806 5.936
62 H 1.058 -1.822 4.954
63 H 3.381 0.947 3.151
64 H 3.424 0.819 4.881
65 C 13.431 5.256 -1.280
66 O 13.105 4.223 -0.720
67 N 13.006 6.487 -0.858
68 N 14.240 5.260 -2.383
69 H 13.258 7.346 -1.307
70 H 12.401 6.514 -0.060
71 H 14.575 4.370 -2.712
72 H 14.522 6.091 -2.866
73 C 10.967 4.450 3.012
74 O 10.142 5.134 2.421
75 N 12.299 4.752 3.030
76 N 10.614 3.325 3.697
77 H 12.987 4.200 3.503
78 H 12.591 5.570 2.533
79 H 9.642 3.075 3.696
80 H 11.266 2.745 4.185
81 C 14.206 2.333 -5.023
82 O 15.335 2.731 -4.776
83 N 13.099 3.013 -4.607
84 N 13.967 1.185 -5.725
85 H 12.157 2.723 -4.782
86 H 13.270 3.853 -4.090
87 H 14.763 0.667 -6.040
88 H 13.049 0.844 -5.934
89 C -12.081 1.066 -4.531
90 O -10.911 1.319 -4.301
91 N -13.107 1.835 -4.066
92 N -12.454 -0.026 -5.275
93 H -14.072 1.636 -4.235
94 H -12.871 2.635 -3.510
95 H -11.720 -0.612 -5.627
96 H -13.405 -0.261 -5.477
97 C -4.088 -7.763 1.912
98 O -4.953 -7.167 1.303
99 N -2.778 -7.389 1.881
100 N -4.363 -8.866 2.696
101 H -2.054 -7.861 2.390
102 H -2.547 -6.585 1.325
103 H -5.319 -9.163 2.741
104 H -3.666 -9.372 3.212
105 C -3.198 -7.976 6.062
106 O -2.341 -8.312 5.258
107 N -4.489 -7.731 5.699
108 N -2.924 -7.825 7.397
109 H -5.208 -7.462 6.341
110 H -4.713 -7.833 4.722
111 H -1.983 -7.998 7.693
112 H -3.606 -7.550 8.076
113 C -14.845 2.091 -0.599
114 O -14.431 2.726 -1.553
115 N -16.183 1.969 -0.322
116 N -14.008 1.450 0.269
117 H -16.544 1.452 0.456
118 H -16.821 2.429 -0.941
119 H -13.023 1.519 0.091
120 H -14.324 0.922 1.059